Entry 1:
{"formula": "C41H67BN11O5Ti", "method": "ωB97M-V with the def2-TZVPD basis set", "total_charge": -1, "orbital_gap_ev": [3.995, 7.484], "de_lowest_ev": 1.0360, "spin_multiplicity": 3, "species": ["Ti", "C", "C", "C", "C", "C", "C", "C", "C", "C", "N", "N", "B", "N", "N", "C", "C", "C", "C", "C", "C", "C", "C", "C", "N", "N", "C", "C", "C", "C", "C", "C", "C", "C", "C", "H", "H", "H", "H", "H", "H", "H", "H", "H", "H", "H", "H", "H", "H", "H", "H", "H", "H", "H", "H", "H", "H", "H", "H", "H", "H", "H", "H", "H", "H", "H", "H", "H", "H", "H", "H", "H", "H", "H", "H", "H", "H", "H", "H", "H", "H", "C", "C", "N", "C", "C", "N", "C", "O", "O", "C", "O", "O", "H", "H", "H", "H", "H", "C", "O", "H", "H", "H", "C", "C", "N", "C", "N", "C", "C", "C", "N", "C", "H", "H", "H", "H", "H", "H", "H", "H", "H", "H", "H", "H", "H"], "xyz": [[1.56379, 0.59221, 0.08026], [3.71701, -0.83959, -3.02894], [4.04837, -1.59200, -1.73569], [5.01222, -0.85244, -0.81438], [2.78357, -2.14207, -1.10717], [2.54619, -3.50640, -1.15243], [1.25550, -3.70484, -0.72456], [0.73291, -5.13058, -0.83520], [-0.35865, -5.66578, 0.07755], [0.41313, -5.43541, -2.30312], [0.72958, -2.48395, -0.42609], [1.70466, -1.51820, -0.61481], [-0.68764, -2.21888, 0.23566], [-0.52555, -1.44340, 1.58275], [0.23998, -0.31221, 1.76617], [0.13605, 0.01355, 3.06423], [-0.72373, -0.88725, 3.69637], [-1.14334, -1.77362, 2.73972], [-2.27127, -2.73976, 3.01490], [-2.07703, -4.22782, 2.73411], [-3.55326, -2.20593, 2.36864], [0.68272, 1.12874, 3.95695], [-0.48093, 2.03676, 4.38335], [1.87718, 2.01356, 3.59416], [-1.78285, -1.53836, -0.64381], [-1.76081, -0.19551, -0.81179], [-2.78968, 0.13001, -1.57263], [-3.54346, -1.01500, -1.87943], [-2.88094, -2.05781, -1.27438], [-3.33242, -3.49071, -1.30984], [-3.22533, -4.05601, -2.72714], [-4.78015, -3.63692, -0.83213], [-3.03969, 1.52963, -2.05757], [-2.74486, 1.62487, -3.55728], [-4.48078, 1.97031, -1.78333], [4.61027, -0.35943, -3.43515], [3.32854, -1.53250, -3.77800], [2.96692, -0.07012, -2.87512], [4.57254, -2.50404, -2.03772], [4.52363, -0.04614, -0.28345], [5.43537, -1.53875, -0.07642], [5.83484, -0.44320, -1.40635], [3.22993, -4.26581, -1.49707], [1.62440, -5.71374, -0.58764], [-1.34416, -5.31524, -0.21538], [-0.36574, -6.75612, -0.00212], [-0.18678, -5.40446, 1.11795], [-0.40433, -4.81106, -2.65013], [1.27223, -5.23530, -2.94241], [0.12204, -6.48240, -2.42200], [-1.09820, -3.29916, 0.50695], [-1.01505, -0.88404, 4.73477], [-2.39274, -2.65935, 4.09876], [-2.29144, -4.48462, 1.70064], [-1.06002, -4.54652, 2.96438], [-2.76168, -4.80005, 3.36507], [-3.43146, -2.14750, 1.28686], [-4.40300, -2.85633, 2.59229], [-3.77745, -1.20095, 2.73011], [0.97501, 0.57085, 4.85199], [-0.82694, 2.61022, 3.52470], [-1.32620, 1.47559, 4.78263], [-0.14001, 2.74277, 5.14535], [1.53410, 2.99394, 3.27103], [2.49197, 2.16222, 4.48579], [2.49839, 1.60199, 2.80726], [-4.44211, -1.07854, -2.47227], [-2.69840, -4.06415, -0.63775], [-3.93462, -3.54349, -3.38088], [-2.23599, -3.89917, -3.14375], [-3.45127, -5.12546, -2.74653], [-5.45864, -3.09719, -1.49579], [-5.07349, -4.68992, -0.83642], [-4.91818, -3.24644, 0.17425], [-2.33970, 2.18810, -1.53488], [-3.34152, 0.88800, -4.10322], [-3.00227, 2.61801, -3.93476], [-1.68830, 1.44624, -3.75143], [-5.17699, 1.36778, -2.37287], [-4.76282, 1.86152, -0.73420], [-4.62244, 3.01431, -2.07233], [5.21419, 2.36124, 0.02995], [4.23013, 2.40724, -1.08762], [3.07513, 1.79786, -1.11021], [2.42219, 2.19129, -2.28799], [3.26886, 3.06144, -3.01248], [4.40070, 3.17806, -2.18742], [3.20420, 3.76192, -4.24338], [2.08502, 3.60381, -4.98494], [4.12173, 4.49318, -4.63497], [1.12379, 1.68946, -2.52225], [0.48398, 1.88035, -3.57868], [0.64658, 0.96970, -1.50019], [6.10886, 1.79938, -0.24549], [4.74840, 1.87681, 0.88641], [5.51985, 3.37293, 0.30584], [5.20024, 3.73133, -2.44220], [1.46190, 2.97260, -4.53568], [3.40210, -0.70564, 2.15916], [2.93291, 0.28661, 1.31070], [4.47322, -0.57775, 2.36891], [3.26570, -1.70591, 1.72700], [2.87221, -0.69283, 3.12273], [-3.11347, 3.63533, 1.19389], [-2.62131, 2.21378, 1.36505], [-1.25814, 2.10941, 0.90000], [-0.32840, 3.09315, 0.98503], [0.90755, 2.83085, 0.66352], [1.87906, 3.91945, 0.63684], [1.27069, 5.31030, 0.66455], [0.19576, 5.35502, 1.72707], [-0.77715, 4.32424, 1.42604], [-2.13126, 4.54441, 1.90314], [-4.11347, 3.76191, 1.61230], [-3.14658, 3.88512, 0.13051], [-3.21007, 1.50295, 0.79108], [-2.70199, 1.91675, 2.41988], [-1.06563, 1.31690, 0.28912], [2.47025, 3.82492, -0.26998], [2.57252, 3.80294, 1.47841], [0.81872, 5.53663, -0.30407], [2.04752, 6.05254, 0.85750], [-0.32802, 6.31303, 1.72946], [0.63234, 5.21725, 2.72670], [-2.37395, 5.59567, 1.73066], [-2.19558, 4.37483, 2.98831]], "forces_ev_per_a": [[-0.1780, 0.4737, 0.9085], [0.0005, 0.0056, 0.0263], [-0.0450, 0.0172, 0.0283], [-0.0473, -0.0286, 0.0564], [0.0337, -0.0292, 0.0005], [0.0190, -0.0015, 0.0077], [-0.0288, -0.0021, -0.0976], [-0.0643, 0.0344, 0.0366], [0.0259, -0.0271, -0.0437], [-0.0085, -0.0457, 0.0415], [0.0928, -0.0612, 0.3677], [0.0087, -0.3493, -0.3716], [0.0465, 0.0684, -0.1069], [-0.1666, 0.1524, -0.0457], [0.1218, -0.2217, 0.1729], [-0.0374, 0.0515, -0.0677], [0.0239, -0.0171, 0.0378], [0.0257, -0.0702, 0.0222], [-0.0580, 0.0319, -0.0710], [0.0375, 0.0018, 0.0326], [0.0196, -0.0265, -0.0147], [-0.0148, 0.0083, -0.0036], [0.0181, 0.0120, 0.0409], [0.0225, -0.0294, -0.0393], [-0.0258, -0.0945, -0.0180], [0.0365, -0.0036, 0.1119], [-0.0699, 0.0443, -0.0157], [0.0533, -0.0023, -0.0462], [-0.0070, 0.0489, 0.0248], [0.0836, -0.0148, 0.0494], [-0.0016, -0.0187, 0.0015], [-0.0083, -0.0024, 0.0417], [0.0012, 0.0131, -0.0050], [0.0138, -0.0432, 0.0049], [0.0194, -0.0242, 0.0190], [0.0029, -0.0206, -0.0041], [-0.0211, 0.0053, 0.0077], [-0.0094, 0.0514, 0.0115], [0.0442, 0.0181, -0.0363], [-0.0171, -0.0173, 0.0178], [-0.0230, 0.0042, 0.0222], [0.0086, -0.0057, 0.0047], [-0.0135, 0.0030, -0.0144], [0.0185, -0.0051, -0.0014], [-0.0296, 0.0063, 0.0416], [-0.0023, 0.0019, 0.0028], [0.0076, 0.0360, 0.0131], [-0.1447, 0.0636, -0.0436], [0.0047, -0.0081, 0.0128], [-0.0040, 0.0104, -0.0029], [0.0056, -0.0306, 0.0334], [-0.0062, 0.0066, -0.0101], [-0.0197, 0.0438, 0.0044], [0.0155, 0.0097, -0.0497], [-0.0060, -0.0069, 0.0086], [-0.0063, 0.0014, -0.0138], [-0.0217, 0.0035, 0.0269], [0.0041, -0.0001, 0.0055], [-0.0035, 0.0018, 0.0018], [0.0093, -0.0274, -0.0076], [-0.0030, 0.0357, -0.0087], [0.0078, -0.0010, -0.0030], [-0.0008, -0.0031, -0.0023], [-0.0027, 0.0546, -0.0974], [-0.0307, 0.0292, 0.0016], [0.0223, -0.0320, -0.0381], [0.0031, 0.0042, 0.0035], [0.0465, -0.0479, -0.0250], [-0.0025, -0.0163, 0.0020], [0.1355, 0.0100, -0.0577], [0.0008, 0.0131, 0.0097], [0.0142, 0.0021, -0.0047], [-0.0013, 0.0045, -0.0072], [-0.0133, -0.0062, 0.0055], [-0.0210, 0.0081, 0.0136], [-0.0268, 0.0195, -0.0015], [0.0198, 0.0089, 0.0031], [0.0041, 0.0047, -0.0045], [-0.0019, 0.0049, 0.0037], [0.0172, 0.0080, 0.0204], [-0.0040, -0.0028, -0.0069], [0.0170, 0.0053, -0.0012], [0.0061, -0.0052, 0.0556], [-0.1455, -0.0845, -0.1804], [0.0774, 0.0325, 0.0464], [0.0491, -0.0171, -0.0025], [0.0223, -0.0227, -0.0158], [0.0052, -0.0114, 0.0159], [-0.0203, -0.0192, 0.0045], [0.0004, 0.0096, -0.0078], [-0.0265, -0.0244, 0.0280], [-0.0490, 0.1067, 0.0129], [-0.3506, 0.2805, -1.2273], [0.0102, 0.0177, -0.0101], [-0.0036, -0.0121, -0.0041], [-0.0139, 0.0021, 0.0059], [-0.0046, 0.0146, 0.0033], [-0.0018, 0.0117, -0.0015], [-0.0475, 0.0020, -0.0652], [0.6545, -0.1201, 0.3989], [0.0162, 0.0054, -0.0082], [-0.0026, -0.0125, 0.0000], [-0.0008, -0.0008, 0.0177], [0.0032, 0.0093, -0.0411], [0.0543, -0.0082, 0.0497], [-0.0314, 0.0864, -0.1499], [-0.0053, -0.0029, 0.0725], [-0.0761, -0.2374, 0.1135], [0.0054, 0.0169, -0.1071], [-0.0166, -0.0076, 0.0269], [0.0192, -0.0389, -0.0086], [-0.0027, -0.0154, 0.0251], [0.0216, -0.0141, 0.0006], [0.0006, 0.0018, 0.0126], [-0.0240, -0.0012, 0.0083], [-0.0369, -0.0472, -0.0426], [0.0000, 0.0126, 0.0024], [0.0195, -0.0414, -0.0045], [-0.0275, 0.0278, 0.0303], [0.0180, -0.0278, 0.0328], [0.0065, 0.0071, -0.0014], [-0.0078, 0.0066, 0.0000], [0.0018, 0.0112, -0.0046], [-0.0073, -0.0137, 0.0133], [-0.0054, 0.0030, -0.0294], [0.0008, 0.0222, 0.0125]]}

Entry 2:
{"formula": "C3H5NO2", "method": "ωB97M-V with the def2-TZVPD basis set", "total_charge": 0, "orbital_gap_ev": 11.091, "de_lowest_ev": 2.2916, "smiles": "N=C1OCCO1", "species": ["N", "C", "O", "C", "C", "O", "H", "H", "H", "H", "H"], "xyz": [[2.26721, 1.08360, 0.14304], [1.17057, 0.51801, 0.04991], [-0.11634, 1.21652, 0.30112], [-1.23214, 0.34344, 0.14908], [-0.59641, -1.07749, -0.23188], [0.81606, -0.85430, -0.28632], [3.29107, 1.09775, 0.11225], [-1.91440, 0.66335, -0.66231], [-1.81323, 0.23233, 1.08478], [-0.86817, -1.81560, 0.54575], [-1.00423, -1.40763, -1.20542]], "forces_ev_per_a": [[-1.7239, -0.0279, 0.0813], [-1.0209, -0.4299, 0.0289], [1.9210, -1.2675, -0.4389], [0.5512, -1.4093, -0.3710], [-0.6843, 1.2475, 0.3578], [0.3492, 1.9407, 0.4837], [-1.4383, -0.9352, -0.2096], [0.5198, 0.1880, 0.4363], [0.4559, 0.4000, -0.3528], [0.4927, 0.2389, -0.4033], [0.5777, 0.0545, 0.3876]]}